Here is a cluster of 11 separate species, C60H149N2O38P9 in total in a non-equilibrium geometry from the Open Molecules 2025 dataset. Energies are from ωB97M-V/def2-TZVPD.

The geometry in XYZ format:
```
258
Properties=species:S:1:pos:R:3:forces:R:3:mulliken_charge:R:1
C -8.17882 4.60813 0.10293 0.10 0.19 0.26 -0.99
C -6.69166 4.66190 -0.13514 0.58 -0.43 -0.24 -0.33
O -6.12965 5.99514 -0.02829 0.64 0.30 1.63 -0.21
P -5.83366 6.56551 1.46857 -1.77 -0.48 1.86 0.87
O -6.50274 5.78079 2.59160 1.28 1.61 -2.51 -0.72
O -6.32409 8.11835 1.29037 1.12 -2.34 -0.43 -0.38
C -7.65060 8.43962 0.86547 0.08 1.89 -0.45 -0.15
C -8.50057 8.60781 2.09441 -1.63 -0.59 0.00 -1.07
O -4.24457 6.69610 1.69422 -1.71 -0.22 -1.30 -0.24
C -3.65401 7.01552 2.93623 2.04 -1.63 1.38 -0.21
C -2.20629 6.37923 2.93326 -0.41 1.26 -0.50 -1.20
H -8.41341 4.71518 1.16199 0.13 -0.10 0.02 0.26
H -8.69385 5.42189 -0.40759 -0.02 -0.18 -0.31 0.23
H -8.51839 3.63181 -0.24288 -0.27 0.10 -0.05 0.39
H -6.16400 3.96220 0.51301 -0.03 0.22 0.39 0.30
H -6.40965 4.31938 -1.13075 -0.26 0.31 -0.22 0.40
H -7.49626 9.31575 0.23565 0.17 1.06 0.91 0.35
H -8.14789 7.95012 0.02809 0.32 -1.88 0.55 0.14
H -9.04091 7.67869 2.27569 0.47 -0.45 0.34 0.29
H -7.97641 8.87886 3.01086 0.18 0.11 -0.37 0.28
H -9.37573 9.24313 1.95818 0.34 0.68 -0.25 0.39
H -3.73291 8.08579 3.12706 0.44 -0.03 -0.20 0.36
H -4.00366 6.48031 3.81906 -1.47 0.12 -0.32 0.26
H -2.14443 5.29607 3.03836 -0.80 -0.06 -0.24 0.30
H -1.72713 6.64743 1.99168 0.38 0.07 0.20 0.30
H -1.64966 6.73005 3.80228 0.10 0.45 -0.17 0.37
C -1.86285 -10.50446 9.86551 0.15 2.01 0.73 -1.19
C -3.04967 -9.53921 9.64464 -0.76 0.25 -0.42 0.01
O -4.14613 -9.79962 10.52092 -2.18 0.48 1.77 -0.29
P -5.23527 -8.60795 10.90325 -0.71 1.56 -1.32 0.78
O -4.74353 -7.30072 11.46407 -0.16 -2.68 -0.36 -0.69
O -5.96462 -8.23578 9.44054 1.09 -2.04 2.78 -0.29
C -5.47169 -7.22054 8.58204 -1.47 0.72 -0.37 -0.18
C -5.99280 -7.63396 7.22644 0.76 -0.05 -0.05 -1.15
O -6.45887 -9.37276 11.71998 2.60 1.60 -1.37 -0.27
C -6.23125 -10.43822 12.63524 0.08 -2.39 -0.88 -0.24
C -6.73955 -11.74194 11.93198 -0.92 0.00 1.89 -1.10
H -1.17764 -9.90656 10.46642 0.41 -0.09 0.02 0.33
H -2.02939 -11.36273 10.51646 -0.53 -0.23 -0.70 0.31
H -1.34869 -10.67033 8.91882 -0.22 -0.53 0.14 0.33
H -2.87359 -8.47634 9.81016 1.10 -0.04 -0.12 0.36
H -3.45732 -9.59816 8.63545 0.13 -0.29 -0.20 0.11
H -5.92588 -6.28359 8.90445 0.12 0.15 0.06 0.33
H -4.39942 -7.04292 8.49968 0.18 -0.52 0.57 0.30
H -5.47869 -8.57178 7.01599 0.06 0.02 -0.51 0.25
H -7.05709 -7.86426 7.17781 0.02 0.45 0.20 0.30
H -5.68425 -6.84518 6.54035 -0.26 -0.25 -0.45 0.38
H -5.21798 -10.72518 12.91635 0.64 1.05 -0.56 0.24
H -6.67136 -10.21012 13.60600 -0.67 0.02 -0.37 0.40
H -6.38753 -11.95611 10.92286 0.16 0.52 0.17 0.29
H -6.49226 -12.58346 12.57910 0.56 -0.17 -0.03 0.37
H -7.82534 -11.81228 11.99694 -0.19 0.42 -0.62 0.32
C -2.89495 -0.06147 3.07448 0.58 0.39 -0.34 -1.24
C -2.46278 -0.88496 1.86213 0.50 -1.03 1.80 -0.13
O -1.11156 -0.49497 1.46906 0.03 0.65 -1.64 -0.27
P -0.42539 -1.20929 0.20128 -1.26 -0.92 -0.90 0.80
O -0.42378 -2.70944 0.26209 0.85 2.12 0.12 -0.68
O -1.39672 -0.75885 -1.06190 0.23 -0.03 1.44 -0.28
C -1.56191 -1.66641 -2.19136 1.11 0.26 -0.59 -0.12
C -2.44383 -1.03421 -3.27792 0.20 1.18 0.10 -1.21
O 0.99612 -0.37363 0.05496 -2.45 -0.75 -0.66 -0.28
C 2.18341 -1.12559 0.24009 0.73 -0.91 2.79 -0.11
C 3.44074 -0.30559 0.51532 -0.85 0.62 -1.12 -1.15
H -3.05500 0.97762 2.78676 -0.25 0.01 -0.08 0.29
H -3.80773 -0.46889 3.50916 0.00 0.00 -0.12 0.38
H -2.12659 -0.01696 3.84632 0.05 -0.32 -0.03 0.32
H -2.28097 -1.91329 2.17449 -0.59 -0.19 0.04 0.31
H -3.28887 -0.89124 1.15105 0.73 0.37 -0.82 0.28
H -0.51539 -1.78173 -2.47351 -0.17 -0.32 -0.97 0.28
H -1.89924 -2.67689 -1.96061 -0.28 0.29 0.74 0.31
H -1.97845 -0.20001 -3.80294 0.64 -0.02 0.16 0.32
H -2.78132 -1.66719 -4.09861 0.09 -0.58 0.48 0.35
H -3.30690 -0.51771 -2.85788 -0.27 -0.50 0.36 0.32
H 2.08045 -1.59323 1.21928 -0.51 -0.78 -0.22 0.25
H 2.38423 -1.91842 -0.48046 -0.48 0.29 -0.32 0.33
H 3.21266 0.72900 0.77167 -0.17 0.04 -0.20 0.31
H 3.92358 -0.71018 1.40486 0.53 -0.19 -0.60 0.32
H 3.95132 -0.33933 -0.44711 1.02 0.34 0.60 0.30
C -2.14274 6.29287 -4.46555 -0.65 0.65 -1.54 -1.12
C -2.49811 7.25447 -5.67701 0.90 -0.24 1.94 -0.32
O -2.73104 6.47337 -6.82970 -1.70 -0.10 -1.30 -0.16
P -3.67984 6.99807 -8.06416 0.41 -0.08 -1.08 0.79
O -3.03278 8.15582 -8.79737 -1.91 -2.46 1.53 -0.71
O -3.91639 5.59268 -8.89605 -0.18 1.84 2.14 -0.26
C -2.92355 5.01286 -9.72968 0.26 -0.56 -0.43 -0.39
C -2.56528 3.53757 -9.30559 -0.18 1.50 0.92 -1.00
O -5.24434 7.18299 -7.54425 2.65 1.14 -2.33 -0.35
C -5.71024 6.65032 -6.36027 0.46 -0.86 2.26 0.11
C -7.11422 6.09686 -6.48455 0.39 0.00 -0.73 -1.27
H -1.20284 5.78722 -4.68694 0.07 0.16 0.25 0.30
H -2.12683 6.85514 -3.53190 0.28 -0.01 -0.10 0.37
H -2.90923 5.52251 -4.38106 -0.09 0.03 0.00 0.30
H -3.33606 7.89202 -5.39511 -0.29 -0.14 -0.21 0.30
H -1.65544 7.92360 -5.85099 0.05 0.00 -0.14 0.36
H -3.38494 5.17455 -10.70387 0.44 -0.82 -0.38 0.36
H -2.03573 5.64514 -9.71965 0.23 -0.20 0.10 0.33
H -2.40371 3.55767 -8.22781 0.20 0.41 0.24 0.25
H -3.34977 2.78188 -9.34584 -0.01 0.16 -0.96 0.32
H -1.58888 3.24560 -9.69223 -0.36 -0.22 -0.50 0.34
H -4.98208 5.89795 -6.05731 -0.33 -0.57 0.24 0.24
H -5.61963 7.38703 -5.56205 -0.37 0.42 -0.02 0.26
H -7.61648 5.93098 -5.53149 0.24 0.03 0.01 0.35
H -7.70110 6.79031 -7.08688 -0.14 -0.01 0.08 0.30
H -7.02819 5.16069 -7.03616 -0.35 -0.08 0.02 0.30
C 5.10328 6.79301 -2.77122 0.24 -0.11 -0.93 -1.28
C 5.53510 7.81300 -1.72848 -0.78 -2.28 0.49 -0.20
O 6.35101 8.73678 -2.39444 0.59 2.62 0.16 -0.20
P 6.36842 10.29778 -1.87205 1.17 -0.43 -0.62 0.88
O 5.02409 10.77990 -1.51433 0.64 -0.01 -0.05 -0.70
O 7.13063 11.11754 -3.12804 -1.11 -1.56 1.39 -0.36
C 6.40618 11.65341 -4.27877 -0.29 1.18 -0.84 -0.19
C 7.25459 12.75519 -4.94855 0.40 0.58 1.10 -1.22
O 7.48080 10.26627 -0.63127 -1.07 -0.85 -3.05 -0.32
C 7.09636 10.50444 0.71531 -0.76 2.48 0.04 -0.15
C 6.86951 12.02903 0.76504 0.51 -0.14 0.33 -1.11
H 5.89186 6.21052 -3.24760 0.61 0.33 0.28 0.29
H 4.41465 6.00426 -2.46829 -0.39 0.52 0.42 0.36
H 4.70428 7.40225 -3.58222 -0.51 -0.29 -0.10 0.31
H 4.61117 8.17072 -1.27408 0.15 0.90 -0.19 0.37
H 6.05889 7.31145 -0.91472 0.47 0.17 0.05 0.32
H 6.06837 11.00582 -5.08785 0.67 -1.28 0.51 0.32
H 5.44968 12.08896 -3.98980 0.18 0.20 0.67 0.33
H 8.23625 12.49352 -5.34350 -0.12 -0.68 0.15 0.30
H 6.77950 13.32336 -5.74829 -0.59 -0.46 0.00 0.38
H 7.45554 13.50124 -4.17971 0.11 0.12 0.09 0.32
H 6.12085 10.09070 0.97084 0.36 -0.82 0.04 0.22
H 7.93216 10.21809 1.35371 -0.27 -0.38 -0.15 0.37
H 5.93053 12.25018 0.25755 0.07 0.16 0.18 0.30
H 6.89756 12.44214 1.77332 -0.29 -0.10 0.08 0.39
H 7.69175 12.49265 0.21998 -0.02 0.11 -0.04 0.28
C 4.00079 0.71960 7.82671 0.14 -0.08 -1.73 -1.17
C 5.18557 1.34297 6.94284 -2.15 -1.23 1.75 -0.24
O 6.03369 1.76368 8.03165 1.20 -0.05 -0.42 -0.23
P 7.35022 2.58518 7.69536 -0.18 2.29 -0.41 0.76
O 7.01780 3.86087 6.95219 1.35 -2.55 1.19 -0.73
O 7.99041 2.74195 9.17749 0.64 0.46 -1.11 -0.38
C 9.25864 3.50659 9.36882 0.69 -1.12 -0.16 -0.23
C 10.56670 2.65123 9.17202 0.10 0.52 0.79 -1.15
O 8.35741 1.59015 6.93605 -0.85 1.90 -0.32 -0.22
C 8.66366 0.26937 7.29248 0.00 -0.66 0.32 0.04
C 9.51724 -0.28827 6.17703 -0.43 -0.19 -0.07 -1.31
H 3.32912 1.48658 8.21237 0.52 0.06 0.45 0.29
H 3.32488 0.03884 7.30922 0.09 0.13 -0.77 0.41
H 4.42740 0.03839 8.56295 0.19 0.65 0.37 0.30
H 5.60444 0.56343 6.30648 0.54 -0.07 0.30 0.28
H 4.90071 2.15472 6.27348 -0.06 0.26 0.44 0.35
H 9.37888 4.35916 8.70042 -0.72 -0.05 -0.18 0.28
H 9.15650 3.89629 10.38164 0.14 -0.24 -0.08 0.34
H 10.61806 1.69891 9.69981 -0.79 -0.39 -0.54 0.31
H 10.96515 2.62591 8.15776 -0.77 -0.50 -0.25 0.30
H 11.43710 3.08133 9.66755 -0.26 1.02 0.37 0.42
H 9.15898 0.23503 8.26283 0.26 0.17 0.01 0.24
H 7.74151 -0.29639 7.42534 -0.13 -0.15 -0.15 0.32
H 9.88250 -1.27078 6.47596 0.33 0.10 -0.13 0.40
H 8.91453 -0.41805 5.27816 -0.09 -0.04 0.01 0.30
H 10.30294 0.41513 5.90131 0.23 -0.22 0.31 0.31
C -11.49869 -3.62300 2.63357 1.59 1.47 -0.67 -1.26
C -12.82392 -4.26082 2.57952 -0.54 -0.12 0.88 -0.13
O -12.69581 -5.28545 3.57593 -1.33 -1.22 0.63 -0.27
P -13.93447 -6.27277 3.69675 -0.14 -1.54 -0.10 0.94
O -15.17561 -5.85120 3.01821 0.41 0.27 0.70 -0.71
O -13.34927 -7.63986 3.00358 0.19 2.26 1.13 -0.37
C -14.06086 -8.83978 3.20825 -0.07 -1.16 -0.65 -0.23
C -14.95419 -9.23915 2.01336 -0.63 1.72 1.01 -1.08
O -14.05837 -6.59572 5.29805 -0.23 0.58 -0.55 -0.34
C -14.86414 -5.68815 6.15635 -1.17 -0.44 0.17 -0.25
C -16.34186 -6.16675 6.19127 0.02 -0.38 -1.59 -0.99
H -11.33258 -2.89741 3.42984 -0.90 0.37 0.06 0.34
H -10.64889 -4.25790 2.88430 -0.30 -0.75 -0.82 0.34
H -11.34744 -3.10797 1.68491 0.47 0.09 0.03 0.34
H -13.61972 -3.58344 2.88929 0.00 0.14 0.01 0.28
H -13.17955 -4.69013 1.64287 0.61 -0.03 -0.19 0.34
H -13.30782 -9.61886 3.32682 0.09 0.03 0.29 0.31
H -14.60824 -8.72366 4.14367 -0.34 -0.49 -0.11 0.30
H -15.48405 -10.15299 2.28215 0.27 -0.21 -0.52 0.34
H -15.70439 -8.45155 1.94291 -0.40 0.00 0.14 0.27
H -14.50807 -9.15633 1.02229 0.55 -0.80 0.28 0.32
H -14.55854 -5.70177 7.20254 1.06 -0.31 -0.36 0.31
H -14.73630 -4.67489 5.77548 -0.26 -0.03 0.01 0.28
H -16.48806 -7.17245 6.58536 0.65 -0.14 0.05 0.29
H -17.14880 -5.61403 6.67236 0.71 0.81 0.27 0.37
H -16.62340 -6.21003 5.13915 -0.31 -0.13 -0.08 0.26
C 3.38305 -4.78467 -8.16077 -0.76 -1.41 -0.56 -1.03
C 2.49797 -5.75590 -9.06361 1.07 1.48 -0.15 -0.27
O 2.13660 -4.97594 -10.22862 0.68 -0.15 -2.53 -0.42
P 2.57602 -5.55089 -11.71221 -1.76 -0.81 2.08 0.91
O 2.17633 -7.01456 -11.87647 1.16 3.25 -0.38 -0.68
O 1.78454 -4.42467 -12.62561 1.67 -0.63 4.84 -0.31
C 1.59310 -4.70128 -13.93834 0.04 -0.53 -1.96 -0.18
C 0.69279 -3.60279 -14.54028 0.77 -1.51 -0.20 -1.23
O 4.17726 -5.24625 -11.77869 -0.54 -1.00 -0.68 -0.22
C 4.91352 -6.16249 -12.70593 -0.39 0.43 -0.89 -0.07
C 6.33620 -5.69787 -13.04372 -0.33 0.09 1.37 -1.18
H 4.40644 -4.66559 -8.51656 -0.17 -0.09 -0.51 0.24
H 2.90550 -3.80488 -8.15334 -0.03 -0.14 0.24 0.29
H 3.50479 -5.20581 -7.16281 -0.36 0.15 0.16 0.38
H 3.02935 -6.63203 -9.43530 0.06 -0.17 0.56 0.33
H 1.53162 -6.03966 -8.64680 0.34 -0.06 0.46 0.29
H 2.59294 -4.83665 -14.35076 0.02 0.53 -1.01 0.21
H 1.17538 -5.70780 -13.96146 -0.66 0.02 -0.73 0.42
H -0.27124 -3.75934 -14.05628 -0.11 0.47 -0.26 0.30
H 1.07603 -2.58843 -14.42946 0.03 -0.19 0.33 0.32
H 0.65278 -3.82300 -15.60706 -0.44 0.14 -0.07 0.37
H 4.85560 -7.18701 -12.33837 -0.04 0.21 0.15 0.34
H 4.37011 -6.10124 -13.64882 -0.19 -0.33 0.03 0.21
H 7.06594 -6.15586 -12.37602 0.02 0.04 0.04 0.30
H 6.62682 -5.95033 -14.06348 -0.27 0.13 0.03 0.36
H 6.36682 -4.62419 -12.85832 0.19 0.07 -0.37 0.31
C 11.21850 5.37936 -5.14948 2.02 -0.67 0.38 -0.94
C 12.55801 4.50525 -5.22342 -0.75 0.82 -0.76 -0.47
O 12.74886 3.82631 -3.98726 0.32 -0.88 1.22 -0.26
P 13.73237 4.50469 -2.92214 0.38 -0.90 1.00 0.91
O 13.64046 5.95640 -2.97727 0.18 0.32 0.26 -0.73
O 15.25509 4.00381 -3.25047 -1.88 -0.02 0.85 -0.31
C 15.70206 2.63553 -3.10776 1.16 0.38 2.01 -0.17
C 15.60308 1.90363 -4.35552 0.06 -1.20 -2.45 -1.00
O 13.31719 3.80765 -1.46384 2.12 0.21 -3.18 -0.31
C 12.03766 3.96021 -0.95032 -1.35 1.05 1.47 -0.23
C 12.06788 4.71609 0.42765 -0.37 -1.33 -1.49 -1.08
H 11.24423 6.19494 -5.87216 -0.11 -0.21 -0.12 0.34
H 10.28471 4.81808 -5.18262 0.26 -0.18 -0.26 0.29
H 11.30909 5.82643 -4.15952 -0.22 0.22 -0.04 0.22
H 12.64841 3.75548 -6.00941 -0.81 -0.23 0.03 0.40
H 13.45907 5.08646 -5.41935 -0.33 0.74 0.13 0.39
H 16.76483 2.69936 -2.87422 0.14 0.42 0.02 0.28
H 15.33004 2.16799 -2.19611 -0.81 0.04 -0.23 0.26
H 16.30257 2.37008 -5.04923 -0.63 0.65 -0.52 0.26
H 16.03104 0.90602 -4.45402 -0.06 -0.36 1.21 0.39
H 14.59620 1.78473 -4.75572 0.00 0.45 -0.12 0.23
H 11.32853 4.48873 -1.58744 0.50 0.57 -0.49 0.23
H 11.51376 3.00688 -0.88103 0.51 -0.44 0.43 0.36
H 12.63008 5.64869 0.37988 -0.32 0.01 -0.19 0.29
H 10.99142 4.83884 0.54707 0.10 0.54 0.85 0.35
H 12.49135 4.08949 1.21261 -0.12 0.00 -0.01 0.30
C -7.16031 -6.21198 -4.90423 0.27 -0.65 1.05 -0.80
N -7.36760 -6.03358 -3.43624 -0.31 0.92 -1.15 0.07
C -7.51607 -4.70751 -2.88102 -0.19 0.59 0.20 -0.93
C -7.85338 -7.04502 -2.70234 -0.64 0.51 2.46 0.18
O -8.41339 -6.87505 -1.58737 1.36 -1.14 -2.84 -0.61
H -6.98370 -7.27875 -5.04168 0.26 -0.02 -0.08 0.29
H -6.28793 -5.67003 -5.26946 -0.05 0.08 0.24 0.28
H -8.00965 -6.00541 -5.55542 -0.30 0.49 0.41 0.31
H -8.45559 -4.23382 -3.16567 0.10 0.23 -0.69 0.32
H -7.64652 -4.71225 -1.79887 0.51 -0.60 -0.03 0.31
H -6.63063 -4.12152 -3.12749 -0.25 0.22 -0.17 0.31
H -7.53743 -7.97063 -3.20791 -0.75 -0.62 0.60 0.26
C 4.28195 -9.06711 5.59042 0.69 -1.99 1.40 -0.92
N 5.23848 -8.02449 5.36738 -0.15 0.19 -0.77 0.08
C 6.57072 -8.27592 5.96436 -0.60 0.51 0.51 -0.94
C 4.89945 -7.02741 4.52952 2.11 3.53 0.59 0.18
O 5.61826 -6.01867 4.31990 -1.35 -2.32 -0.01 -0.62
H 4.33767 -9.19247 6.67176 -0.74 -0.37 0.19 0.31
H 4.63974 -10.01881 5.19757 0.38 -0.20 -0.18 0.33
H 3.24382 -9.08895 5.25888 0.17 1.36 -0.16 0.32
H 6.52967 -8.39872 7.04664 -0.93 -0.59 0.20 0.34
H 6.97775 -9.20170 5.55773 0.34 0.32 -0.20 0.32
H 7.23826 -7.41588 6.01753 -0.10 0.05 -1.42 0.32
H 3.85082 -7.02221 4.19403 0.17 -0.49 -0.15 0.29
```
Forces are in eV/Å.

## Properties
molecular weight: 1785.6 g mol⁻¹
relative energy (zero: lowest compared OMol25 entry of this formula, charge and spin): 1.874 eV
orbital gap: 9.70 eV
charge: 0